The following is a DFT calculation (the ωB97M-V functional and the def2-TZVPD basis) of a molecular structure, C6H16BrCl8NbO2P.

Each line ends with the Mulliken charge.
Positions of all 35 atoms, in Å:
Nb -2.96 0.23 1.08  -0.4313
Br -3.88 1.56 2.97  -0.2793
Cl 2.94 2.07 -1.43  -0.1461
Cl 4.93 -1.43 -3.40  -0.1600
Cl 1.04 -4.48 -0.18  -0.1679
Cl -2.48 5.43 3.41  -0.1409
Cl 0.66 1.29 -3.10  -0.1501
Cl 6.11 1.08 -2.42  -0.1379
Cl -3.62 3.89 5.64  -0.1309
Cl -0.40 -4.09 -2.72  -0.1569
P -0.51 1.20 0.78  0.6154
O -2.63 -3.45 0.08  -0.6335
O 0.51 0.57 1.70  -0.7040
C -2.10 -1.15 -0.44  -0.7253
C -2.33 4.97 5.11  -0.2611
C -1.88 -2.48 0.14  0.2133
C -0.19 -5.10 -1.29  -0.1979
C 6.03 -0.67 -2.23  -0.2645
C 2.40 1.52 -3.02  0.0383
H 5.65 -0.88 -1.24  0.2679
H -0.54 2.62 0.94  0.0066
H 2.87 0.56 -3.22  -0.0395
H -0.92 -2.58 0.69  0.5136
H -1.15 -5.12 -0.77  0.2016
H -4.36 -0.73 0.46  -0.0134
H 0.13 -6.08 -1.62  0.3126
H -2.37 5.87 5.70  0.2783
H -2.12 -0.94 2.23  0.1175
H -2.80 -1.22 -1.27  0.3798
H 7.02 -1.08 -2.39  0.2936
H 2.69 2.26 -3.76  0.2927
H -1.15 -0.75 -0.78  0.0594
H -1.39 4.45 5.23  0.2514
H -0.09 1.13 -0.57  -0.1315
H -3.08 1.54 -0.24  0.0300

Computed properties:
Frontier orbital gap = 6.892 eV
DFT total energy = -191636.2159 eV
Net charge = -1
Molar mass = 607.60 g/mol
F_max = 1.75 eV/Å


The following is a DFT calculation (the ωB97M-V functional and the def2-TZVPD basis) of 14 unconnected molecules or ions with the total composition C14H56N28O14.

Each line ends with the Mulliken spin population.
Positions of all 112 atoms, in Å:
O 3.34 0.60 3.26  0.0000
O -0.49 -1.26 -0.59  0.0004
O -0.82 2.40 2.83  -0.0001
O 4.48 4.82 0.88  0.0000
O -5.15 -0.76 -4.52  0.0000
O 2.34 -2.40 0.56  0.0000
O -0.51 4.08 -4.26  0.8853
O 5.70 -1.99 -3.27  0.0000
O 3.40 2.32 -1.17  0.0000
O -0.80 -1.83 -3.61  -0.0002
O -4.05 1.66 -1.75  0.0054
O -4.81 3.68 1.40  0.0002
O -0.61 -5.04 1.44  0.0000
O -3.67 -3.58 2.26  0.0000
N 4.43 -1.55 -1.50  0.0000
N 4.04 -3.31 -2.60  0.0000
N -2.18 2.67 -3.84  0.0480
N -2.60 -1.53 2.27  0.0000
N 2.53 0.28 5.37  0.0000
N 4.74 1.24 -2.43  0.0000
N -3.15 -1.64 -5.08  0.0002
N -3.48 2.29 2.55  0.0001
N -1.78 -6.58 0.50  0.0000
N -1.45 3.84 -2.32  0.0705
N 0.64 4.06 3.12  0.0000
N -6.11 1.34 -2.55  0.0005
N -5.76 2.85 -0.95  0.0009
N 2.77 -3.53 2.24  0.0000
N 4.90 3.97 2.97  0.0000
N -1.88 -4.66 -0.36  0.0000
N 0.38 -3.63 -4.40  0.0000
N 0.11 2.87 4.80  0.0000
N -1.04 0.85 -0.25  0.0019
N 3.42 -4.45 0.48  0.0000
N -3.28 -0.51 -3.33  0.0005
N 0.88 0.19 0.44  0.0003
N 5.46 3.10 -1.58  0.0000
N -3.88 -1.95 3.84  0.0000
N -2.60 3.74 1.25  0.0010
N 1.40 -0.40 3.86  0.0000
N 0.22 -3.39 -2.31  0.0000
N 3.57 2.98 1.65  0.0000
C -3.45 -2.43 2.73  0.0000
C 4.48 2.33 -1.73  0.0001
C -1.37 3.57 -3.56  -0.0139
C 2.49 0.25 4.11  0.0000
C 4.34 3.96 1.75  0.0000
C -5.25 1.98 -1.77  -0.0002
C 4.77 -2.22 -2.55  0.0000
C -0.09 3.01 3.50  0.0000
C -0.10 -2.87 -3.46  0.0000
C 2.78 -3.41 1.02  0.0000
C -1.34 -5.41 0.57  0.0000
C -3.70 3.21 1.72  0.0000
C -3.96 -0.95 -4.33  -0.0002
C -0.22 -0.16 -0.20  -0.0014
H -5.75 0.52 -3.02  -0.0001
H 0.06 -2.75 -1.55  0.0000
H 3.83 -5.08 1.16  0.0000
H 0.80 3.39 5.31  0.0000
H -6.77 2.86 -0.90  0.0000
H 3.61 -1.74 -0.93  0.0000
H -0.97 1.77 0.17  0.0002
H 4.34 3.35 3.53  0.0000
H -2.34 -0.87 -3.26  0.0000
H 2.62 -2.74 2.86  0.0000
H 1.80 0.12 6.05  0.0000
H -1.73 -3.67 -0.29  0.0000
H -2.53 1.98 2.68  0.0000
H 1.40 4.37 3.70  0.0000
H 3.06 -3.24 -2.34  0.0000
H -3.61 -2.13 -5.84  0.0000
H -4.59 -2.60 4.15  0.0000
H 6.36 2.71 -1.82  0.0000
H 0.80 -0.54 4.66  0.0000
H -2.16 -6.82 -0.41  0.0000
H 3.11 2.99 0.74  0.0000
H -3.20 -1.47 4.40  0.0000
H 1.26 1.12 0.32  0.0000
H -2.77 2.22 -3.16  -0.0001
H 5.18 3.99 -1.18  0.0000
H -2.69 -0.60 2.65  0.0000
H 0.33 -3.40 -5.38  0.0000
H 3.47 2.33 2.42  0.0000
H -2.08 -1.65 1.41  0.0000
H 4.22 -4.03 -3.29  0.0000
H 3.35 -4.21 2.71  0.0000
H -2.49 4.36 0.46  0.0000
H -7.00 1.76 -2.77  0.0000
H -3.82 0.02 -2.66  0.0001
H -0.43 2.09 5.14  0.0000
H -2.33 3.69 -1.85  0.0036
H 0.47 4.33 2.16  0.0000
H -1.87 0.66 -0.79  0.0003
H 3.78 -4.29 -0.45  0.0000
H 4.06 0.49 -2.44  0.0000
H -0.97 4.64 -1.95  0.0001
H 5.51 1.40 -3.06  0.0000
H 1.46 -0.62 0.58  -0.0001
H -2.25 -5.07 -1.21  0.0000
H -5.21 3.14 -0.15  0.0001
H -2.17 -1.78 -4.87  0.0001
H 0.86 -4.17 -2.40  0.0000
H -1.42 -7.25 1.16  0.0000
H 0.97 -4.39 -4.09  0.0000
H 1.12 -0.40 2.89  0.0000
H 3.36 0.68 5.78  0.0000
H -1.73 3.50 1.70  -0.0006
H -2.43 2.52 -4.81  -0.0025
H -4.31 1.86 2.93  0.0000
H 4.99 -0.77 -1.21  0.0000
H 5.46 4.77 3.22  0.0000

Computed properties:
Multiplicity = 2
Frontier orbital gap (spin up / spin down) = 8.287 / 2.600 eV
DFT total energy = -85812.8425 eV
Net charge = +1
Molar mass = 840.78 g/mol
<S²> = 0.754
F_max = 11.52 eV/Å


The following is a DFT calculation (the ωB97M-V functional and the def2-TZVPD basis) of a gas-phase ion, C5H10N3 (charge +1).

Each line ends with the Mulliken spin population.
Positions of all 18 atoms, in Å:
N 0.17 -0.23 1.85  0.3139
N -0.68 0.04 -0.83  -0.0197
N 0.92 -1.16 1.60  0.4282
C -0.01 -1.07 -0.81  0.8423
C 2.28 -1.22 1.87  0.0147
C -1.65 0.31 0.18  0.0932
C -0.49 1.00 -1.85  0.0547
C -0.94 0.31 1.57  0.1469
H 2.83 -0.22 1.93  0.0052
H -2.11 1.21 0.04  -0.0028
H -1.49 0.80 2.47  0.0192
H -1.34 1.23 -2.47  -0.0053
H 2.42 -1.39 3.00  0.0450
H 2.87 -2.10 1.54  0.0064
H 0.32 0.77 -2.59  -0.0029
H -0.21 1.77 -1.17  0.0035
H -2.28 -0.50 0.14  0.0016
H 0.72 -1.29 -1.44  0.0557

Computed properties:
Multiplicity = 3
Frontier orbital gap (spin up / spin down) = 6.564 / 6.533 eV
DFT total energy = -9802.9984 eV
Net charge = +1
Molar mass = 112.16 g/mol
<S²> = 2.016
F_max = 5.99 eV/Å


The following is a DFT calculation (the ωB97M-V functional and the def2-TZVPD basis) of 7 unconnected molecules or ions with the total composition C15H27N9O5.

Each line ends with the Mulliken charge.
Positions of all 56 atoms, in Å:
O -19.43 6.63 24.46  -0.5229
O -21.40 7.46 29.51  -0.5564
O -17.85 13.21 20.97  -0.7868
O -24.62 8.98 23.74  -0.7407
O -20.90 15.60 23.88  -0.7088
N -19.22 15.92 22.30  -0.3150
N -16.19 11.83 20.64  -0.3060
N -19.43 5.96 20.80  -0.4439
N -20.84 11.69 26.33  -0.4707
N -18.12 9.71 21.47  -0.5429
N -23.15 8.58 25.37  -0.1440
N -15.94 13.94 20.31  -0.4578
N -22.66 8.13 23.37  -0.2629
N -19.80 13.96 22.90  -0.1915
C -23.06 12.66 25.22  -0.8237
C -19.76 7.83 27.92  -0.9343
C -20.98 7.31 28.26  1.1080
C -21.81 12.09 25.84  0.3878
C -18.36 6.41 20.54  0.4418
C -16.71 12.98 20.65  0.6239
C -18.68 9.86 22.45  0.2824
C -21.76 6.57 27.40  -0.3622
C -17.02 6.95 20.18  -0.7915
C -23.55 8.58 24.13  0.6371
C -19.34 10.07 23.70  0.1928
C -20.01 6.78 25.70  0.3177
C -19.29 7.59 26.62  -0.1876
C -21.30 6.33 26.09  -0.9165
C -20.03 15.23 23.08  0.6370
H -16.28 6.93 20.98  0.2717
H -18.72 15.40 21.59  0.1625
H -19.86 9.13 23.92  -0.3674
H -20.11 10.83 23.58  -0.0770
H -21.94 5.79 25.41  0.4211
H -22.99 12.46 24.16  0.2782
H -21.74 7.94 23.75  0.0726
H -19.02 13.67 22.32  0.3063
H -19.14 8.38 28.61  0.4180
H -19.22 16.93 22.28  0.2068
H -22.93 8.18 22.40  0.1847
H -16.64 6.53 19.25  0.3213
H -23.19 13.70 25.52  0.3283
H -17.00 8.02 19.95  0.2260
H -18.73 10.26 24.58  0.4107
H -16.81 11.09 20.93  0.2860
H -22.26 8.14 25.57  -0.0784
H -15.30 11.74 20.17  0.1874
H -18.37 8.01 26.23  0.2994
H -20.50 13.36 23.31  0.0280
H -14.95 13.79 20.47  0.2041
H -22.34 7.23 29.56  0.2900
H -16.41 14.83 20.38  0.2244
H -23.67 9.04 26.10  0.1903
H -18.51 6.89 24.41  0.3763
H -22.63 6.03 27.76  0.3247
H -23.94 12.14 25.59  0.3414

Computed properties:
Frontier orbital gap = 8.811 eV
DFT total energy = -39641.1219 eV
Net charge = 0
Molar mass = 413.44 g/mol
F_max = 7.06 eV/Å
SMILES = Oc1ccc(O)cc1.NC(N)=O.NC(N)=O.NC(N)=O.CC#N.CC#N.CC#N


The following is a DFT calculation (the ωB97M-V functional and the def2-TZVPD basis) of 2 unconnected molecules or ions with the total composition FHNO.

Each line ends with the Mulliken spin population.
Positions of all 4 atoms, in Å:
F -2.95 -1.15 0.17  0.0156
O -2.68 1.05 -0.12  0.3472
N -2.04 0.11 -0.15  0.6485
H -0.81 0.48 2.16  0.9887

Computed properties:
Multiplicity = 3
Frontier orbital gap (spin up / spin down) = 6.160 / 8.311 eV
DFT total energy = -6266.2762 eV
Net charge = -1
Molar mass = 50.01 g/mol
<S²> = 2.004
F_max = 7.63 eV/Å


The following is a DFT calculation (the ωB97M-V functional and the def2-TZVPD basis) of 3 unconnected molecules or ions with the total composition C27H39N3O6.

Each line ends with the Mulliken charge.
Positions of all 75 atoms, in Å:
O -3.51 1.32 -1.07  -0.5077
O -4.85 7.50 -0.02  -0.5869
O -3.76 2.07 -3.12  -0.5566
O -4.28 -0.59 2.40  -0.3649
O 10.46 -3.09 2.67  -0.5669
O -3.32 9.07 0.03  -0.5858
N 8.17 -3.68 1.59  -0.4359
N -4.10 2.00 -1.93  0.8822
N -3.70 7.92 -0.22  0.9589
C 6.09 -3.16 -0.11  -0.6826
C 8.71 -3.36 -0.85  -0.7115
C 1.29 -3.42 1.20  -0.5187
C -0.46 -2.40 -0.50  -0.6663
C 0.78 -3.52 -0.36  -0.3249
C -5.99 3.52 -2.45  -0.2005
C -3.11 5.67 -1.11  0.1982
C -1.77 -2.75 0.43  -0.3793
C -0.85 5.20 -1.83  -0.7131
C -0.47 6.51 -1.52  -0.3902
C 7.65 -2.98 0.35  0.1445
C -7.10 4.27 -2.04  -0.4870
C 2.73 -4.12 1.51  -0.5578
C 5.28 -4.35 0.75  -0.4256
C -5.67 -0.89 2.88  -0.6239
C 3.70 -4.35 0.20  -0.2828
C -4.05 -1.38 1.18  -0.2401
C 10.11 -3.26 0.00  -0.4336
C -2.45 -1.28 0.83  -0.4129
C -5.28 2.76 -1.51  -0.2788
C -1.40 7.41 -1.00  -0.4150
C 9.67 -3.33 1.61  0.3483
C -6.79 3.49 0.23  -0.5980
C -7.49 4.25 -0.70  -0.4029
C -5.68 2.74 -0.17  -0.0026
C -2.17 4.79 -1.63  0.0738
C -2.72 6.98 -0.79  -0.2960
H -8.35 4.84 -0.38  0.3801
H 0.37 -4.57 -0.68  0.2206
H 7.74 -1.82 0.52  0.2431
H -7.10 3.48 1.27  0.3929
H -5.69 3.55 -3.50  0.4223
H -0.72 -2.31 -1.65  0.3028
H 3.32 -3.37 2.23  0.2434
H -1.53 -3.27 1.45  0.1710
H -1.08 8.42 -0.77  0.4329
H -0.12 4.50 -2.23  0.3904
H -2.29 -0.62 -0.15  0.1086
H -4.13 5.34 -0.95  0.3645
H -7.65 4.86 -2.76  0.3820
H 10.65 -2.28 -0.38  0.2648
H -1.83 -0.79 1.71  0.1989
H 8.55 -2.70 -1.80  0.3194
H 6.07 -3.51 -1.23  0.2474
H 0.00 -1.39 -0.08  0.2740
H -4.30 -2.53 1.28  0.3844
H 0.56 6.82 -1.69  0.3691
H -5.14 2.15 0.57  0.5393
H 5.80 -5.40 0.66  0.2922
H 5.37 -4.03 1.88  0.2214
H -6.41 -1.01 1.97  0.2744
H 2.65 -5.14 2.13  0.2614
H 3.51 -5.45 -0.23  0.2015
H -6.06 -0.08 3.65  0.2323
H -5.62 -1.91 3.49  0.2565
H 3.65 -3.51 -0.61  0.2037
H 7.85 -2.99 2.34  0.3169
H 1.57 -3.19 -1.16  0.2496
H 1.21 -2.29 1.57  0.2633
H 10.71 -4.24 -0.31  0.2659
H -2.46 3.77 -1.88  0.1930
H -2.57 -3.34 -0.18  0.3411
H 8.52 -4.50 -1.13  0.2539
H -4.64 -0.89 0.29  0.1686
H 0.49 -4.01 1.85  0.1011
H 5.47 -2.15 0.00  0.2942

Computed properties:
Frontier orbital gap = 8.802 eV
DFT total energy = -45373.3267 eV
Net charge = 0
Molar mass = 501.62 g/mol
F_max = 8.75 eV/Å
SMILES = COCCCCCCCCCC[C@@H]1CCC(=O)N1.O=[N+]([O-])c1ccccc1.O=[N+]([O-])c1ccccc1